--- w ---
Density functional theory data (ωB97M-V with the def2-TZVPD basis set) for C4H2Cl2 in the gas phase.

Summary:
total charge = 0
E_LUMO = 0.75 eV
SMILES = C#C/C(Cl)=C/Cl
Kohn-Sham gap = 10.5 eV

Atoms and positions in Å:
C 1.12505 -0.98414 0.00825
C 0.70681 0.26380 -0.03233
Cl 2.80696 -1.36445 0.01896
H -3.31875 0.89952 0.03996
Cl 1.58921 1.69634 -0.05549
H 0.46471 -1.83273 0.03099
C -2.27661 0.74813 0.00683
C -1.09738 0.57354 -0.01716

=====

--- x ---
Density functional theory data (ωB97M-V with the def2-TZVPD basis set) for a molecular structure, C4H2Cl2.

Summary:
total charge = 0
E_LUMO = -2.22 eV
Kohn-Sham gap = 8.0 eV

Atoms and positions in Å:
H -1.01634 0.19495 1.51287
H 0.24881 0.04439 -1.60223
C 3.01890 -0.29323 0.45214
C 1.86120 -0.07124 0.02936
Cl -2.16022 1.40140 -0.02706
C 0.66487 0.07138 -0.59250
C -1.00439 0.11903 0.37379
Cl -1.61281 -1.46668 -0.14637

=====

The structure shown above that is most stable: w.